1.
Molecular formula: C4H2ClNOS
Method: DFT, ωB97M-V/def2-TZVPD

As for the HOMO energy: -7.705 eV. Its energy relative to the best compared isomer or geometry (same formula, charge and spin) is 4.9094 eV. The HOMO-LUMO gap comes out at 7.247 eV. For the total energy, the calculation gives -31070.4773 eV.

Last column: Mulliken charge in e.
Positions of all 10 atoms, in Å:
C -0.7384 0.9376 -0.2473  0.390
C 0.9813 -0.8873 0.0752  -0.071
C -1.7142 -0.0314 -0.4562  0.388
C 1.9142 -0.0890 0.4655  -0.226
N -1.5232 -1.3453 -0.5542  -0.434
O -0.0903 1.9165 -0.3687  -0.389
S -0.1645 -2.0090 -0.1217  0.024
Cl -3.2349 0.7433 -0.0069  -0.191
H 2.7817 0.3123 -0.1929  0.235
H 1.7885 0.4524 1.4071  0.273


2.
Molecular formula: C4H2ClNS
Method: DFT, ωB97M-V/def2-TZVPD

As for the HOMO energy: -9.198 eV. Its energy relative to the best compared isomer or geometry (same formula, charge and spin) is 1.1731 eV. The HOMO-LUMO gap comes out at 7.292 eV. The SMILES is S=C1C=C(Cl)C=N1. For the total energy, the calculation gives -29025.3428 eV.

Last column: Mulliken charge in e.
Positions of all 9 atoms, in Å:
S 2.7385 -0.3368 0.1103  -0.195
C 1.1415 -0.0300 -0.2108  0.227
C 0.0657 -0.9620 -0.1005  -0.285
C -1.0373 -0.1578 0.1184  0.357
Cl -2.7035 -0.3153 0.0074  -0.159
C -0.5140 1.3025 0.1147  -0.132
N 0.7119 1.3718 -0.2588  -0.408
H 0.2509 -2.1230 -0.1790  0.316
H -1.0264 2.3531 0.5683  0.279


3.
Molecular formula: C4H2CoO
Method: DFT, ωB97M-V/def2-TZVPD

As for the HOMO energy (spin up / spin down): -8.791 / -8.201 eV. As for the spin multiplicity: 4. Its energy relative to the best compared isomer or geometry (same formula, charge and spin) is 0.0000 eV. The HOMO-LUMO gap (spin up / spin down) comes out at 8.584 / 6.002 eV. For the total energy, the calculation gives -43847.8587 eV.

Last column: Mulliken charge in e.
Positions of all 8 atoms, in Å:
C -1.5872 -0.4500 0.0015  -0.219
C -0.5028 1.9897 -0.0509  -0.708
C -1.1127 0.9171 -0.2148  0.138
C -0.4167 -1.5096 0.0232  0.252
O 0.7538 -1.0375 0.0878  -0.374
Co 1.1650 0.8167 -0.0389  0.358
H -2.1437 -0.5947 0.9416  0.270
H -2.2698 -0.7814 -0.7980  0.283


4.
Molecular formula: C4H2CrO2
Method: DFT, ωB97M-V/def2-TZVPD

As for the HOMO energy (spin up / spin down): -17.547 / -17.312 eV. Its total charge is +2. As for the spin multiplicity: 5. Its energy relative to the best compared isomer or geometry (same formula, charge and spin) is 4.2340 eV. The HOMO-LUMO gap (spin up / spin down) comes out at 5.753 / 6.410 eV. For the total energy, the calculation gives -36669.2057 eV.

Last column: Mulliken charge in e.
Positions of all 9 atoms, in Å:
H 0.4776 2.5502 -0.8600  0.247
O 2.6183 1.9496 -0.1771  -0.149
C 1.4474 1.9330 -0.1403  0.450
C 0.4413 1.0476 -0.6504  -0.242
C -0.2383 0.1007 -0.1691  0.240
C -0.9013 -0.9567 0.4263  0.104
O -0.9930 -2.0977 -0.0848  -0.778
Cr -1.6307 -3.7455 0.1879  1.784
H -1.2214 -0.7814 1.4673  0.345